[1]
The following is a quantum chemistry calculation of C22H14BClIN9OS2V as an isolated structure, from the OMol25 dataset.

```
! RIJCOSX wB97M-V def2-TZVPD def2/J DEFGRID3
* xyz -2 2
V 0.149 -0.830 0.351
C -3.545 -2.267 -1.396
C -2.417 -2.343 -0.573
N -1.882 -1.142 -0.398
N -2.635 -0.271 -1.101
C -3.637 -0.927 -1.708
B -2.556 1.268 -1.049
N -1.123 1.811 -0.920
C -0.784 3.054 -1.300
C 0.472 3.339 -0.811
C 0.834 2.176 -0.120
N -0.131 1.268 -0.186
N -3.433 1.832 0.096
C -4.657 2.383 -0.022
C -5.102 2.711 1.241
C -4.047 2.303 2.079
N -3.052 1.779 1.382
H -4.185 -3.068 -1.724
H -1.950 -3.197 -0.108
H -4.347 -0.387 -2.313
H -3.035 1.689 -2.080
H -1.466 3.646 -1.888
H 1.046 4.240 -0.946
H 1.747 1.948 0.405
H -5.115 2.502 -0.992
H -6.038 3.172 1.513
H -3.967 2.370 3.154
S -0.168 -0.288 2.665
C 0.403 -1.726 3.474
C 0.546 -1.645 4.899
N 0.669 -1.547 6.042
C 0.681 -2.903 2.832
S 0.520 -3.149 1.129
C 1.106 -4.042 3.604
N 1.455 -4.953 4.218
Cl 6.280 -0.052 -2.813
C 4.587 -0.343 -2.458
C 3.715 -0.548 -3.494
C 2.363 -0.797 -3.250
I 1.053 -1.145 -4.837
C 1.840 -0.835 -1.953
O 0.624 -1.083 -1.643
C 2.774 -0.582 -0.891
N 2.202 -0.605 0.356
C 3.019 -0.508 1.409
C 4.396 -0.323 1.269
C 4.976 -0.229 0.027
C 4.149 -0.371 -1.111
H 4.079 -0.524 -4.513
H 2.550 -0.550 2.381
H 4.998 -0.245 2.165
H 6.037 -0.067 -0.093
*
```

Values from the calculation:
Energy relative to the best compared isomer or geometry (same formula, charge and spin), kJ/mol: 0.0
HOMO (spin up / spin down), eV: -0.367 / -0.829
Orbital gap (spin up / spin down), eV: 4.1475 / 4.6098

List of natural (NBO) charges in e, atom by atom: 0.9078 -0.3612 -0.0124 -0.2904 -0.3031 -0.0126 0.5675 -0.3113 -0.0135 -0.3575 -0.0216 -0.2773 -0.3282 -0.0512 -0.3902 -0.0731 -0.2510 0.2093 0.2286 0.2054 -0.0692 0.2073 0.2105 0.2130 0.2004 0.2029 0.1938 -0.1588 -0.3309 0.3044 -0.4102 -0.3095 -0.2058 0.3086 -0.4024 -0.0710 -0.1170 -0.2257 -0.2625 0.0838 0.3355 -0.7148 0.0515 -0.4400 -0.0315 -0.2333 -0.2449 -0.0114 0.2203 0.2265 0.2067 0.2096

[2]
The following is a quantum chemistry calculation of an isolated ion of composition C3H10NP2 and charge +1, from the OMol25 dataset.

```
! RIJCOSX wB97M-V def2-TZVPD def2/J DEFGRID3
* xyz 1 1
C -1.151 1.654 -0.160
C 0.633 -0.829 0.374
C 1.378 -0.621 -0.938
N 0.564 0.382 1.159
P -2.188 0.319 -0.216
P -1.111 -1.552 0.147
H -1.413 2.555 0.373
H -0.363 1.760 -0.890
H 1.145 -1.628 0.941
H 1.632 -1.584 -1.384
H 2.313 -0.091 -0.757
H 0.792 -0.049 -1.655
H 1.431 0.907 1.173
H 0.254 0.214 2.111
H -2.994 0.486 0.909
H -0.921 -1.923 -1.187
*
```

Values from the calculation:
Energy relative to the best compared isomer or geometry (same formula, charge and spin), kJ/mol: 119.4
HOMO (spin up / spin down), eV: -13.750 / -13.750
Orbital gap (spin up / spin down), eV: 7.9273 / 7.9278

List of natural (NBO) charges in e, atom by atom: -0.4592 -0.2970 -0.6284 -0.7707 0.4883 0.3898 0.2534 0.2386 0.2439 0.2462 0.2314 0.2083 0.4019 0.3962 0.0373 0.0200

[3]
The following is a quantum chemistry calculation of C7H9Cl as an isolated structure in a non-equilibrium geometry, from the OMol25 dataset.

```
! RIJCOSX wB97M-V def2-TZVPD def2/J DEFGRID3
* xyz 0 1
C 2.499 -1.083 -0.003
C 1.601 0.131 0.001
C 0.405 0.224 1.024
C -0.137 1.611 0.665
C -0.143 1.611 -0.666
C 0.412 0.226 -1.017
C -0.352 -0.658 -0.002
H 1.948 -2.044 0.029
H 3.132 -1.091 0.871
H 3.166 -1.098 -0.852
H 2.225 1.045 -0.006
H 0.477 -0.035 2.065
H -0.459 2.371 1.361
H -0.432 2.353 -1.379
H 0.512 -0.051 -2.064
H -0.033 -1.691 -0.013
Cl -2.131 -0.713 -0.002
*
```

Values from the calculation:
Energy relative to the best compared isomer or geometry (same formula, charge and spin), kJ/mol: 108.5
HOMO, eV: -9.189
Orbital gap, eV: 10.2394

List of natural (NBO) charges in e, atom by atom: -0.6200 -0.1698 -0.2750 -0.1924 -0.1915 -0.2765 -0.1669 0.2022 0.2170 0.2183 0.2159 0.2198 0.2229 0.2214 0.2195 0.2158 -0.0607

[4]
The following is a quantum chemistry calculation of C20H33F5NO4PS3W as an isolated structure, from the OMol25 dataset.

```
! RIJCOSX wB97M-V def2-TZVPD def2/J DEFGRID3
* xyz 2 1
W 0.663 -0.067 0.059
C -0.160 -1.963 2.740
O -0.324 -1.702 1.321
C -0.938 -2.812 0.638
C -1.540 -2.214 -0.599
O -0.496 -1.391 -1.196
C -0.029 -1.892 -2.486
H -1.111 -2.317 3.131
H 0.101 -1.028 3.218
H 0.624 -2.703 2.887
H -1.708 -3.247 1.274
H -0.178 -3.566 0.420
H -2.368 -1.552 -0.358
H -1.860 -2.960 -1.321
H -0.897 -2.177 -3.075
H 0.636 -2.739 -2.330
H 0.486 -1.073 -2.972
F -4.429 4.099 2.493
C -3.491 3.592 1.724
C -3.286 2.215 1.706
F -4.020 1.410 2.461
C -2.294 1.709 0.898
F -2.047 0.376 0.898
C -1.483 2.512 0.110
S -0.270 1.818 -0.960
C -1.701 3.884 0.147
F -0.948 4.691 -0.583
C -2.700 4.426 0.945
F -2.893 5.730 0.972
C 1.425 1.981 5.525
C 2.069 0.615 5.564
C 3.487 0.595 6.075
O 2.027 -0.022 4.201
P 2.334 0.604 2.820
S 2.625 -0.848 1.438
S 0.738 1.532 1.940
O 3.553 1.525 3.054
C 4.403 2.370 2.179
C 5.585 2.754 3.036
C 3.615 3.557 1.677
H 1.376 2.368 6.543
H 0.407 1.934 5.138
H 2.014 2.684 4.934
H 1.449 -0.080 6.126
H 4.108 1.330 5.567
H 3.925 -0.396 5.960
H 3.472 0.833 7.139
H 4.713 1.718 1.363
H 5.271 3.392 3.862
H 6.301 3.309 2.430
H 6.084 1.871 3.434
H 3.198 4.120 2.513
H 2.807 3.271 1.003
H 4.292 4.218 1.136
C 3.992 1.118 -1.321
C 2.943 0.300 -2.077
C 2.361 1.115 -3.236
C 3.529 -1.030 -2.546
N 1.846 0.036 -1.148
H 4.792 1.389 -2.010
H 4.425 0.534 -0.511
H 3.553 2.036 -0.927
H 3.167 1.350 -3.930
H 1.937 2.054 -2.882
H 1.601 0.563 -3.788
H 4.400 -0.832 -3.169
H 2.820 -1.601 -3.145
H 3.852 -1.631 -1.695
*
```

Values from the calculation:
HOMO, eV: -14.379
Orbital gap, eV: 6.8370

List of Löwdin charges in e, atom by atom: 1.1725 -0.0459 -0.4081 -0.1263 -0.1071 -0.3729 0.0065 0.1152 0.0479 0.1066 0.1517 0.1538 0.1367 0.1492 0.1168 0.1169 0.0680 0.1837 -0.1115 -0.1305 0.1552 -0.2622 0.0100 -0.5238 0.7645 -0.2249 0.1266 -0.1218 0.1724 -0.0431 -0.3649 -0.0258 -0.2843 0.0211 0.4735 0.4439 -0.2691 -0.3926 -0.0237 -0.0477 0.1055 0.0820 0.0806 0.1495 0.0761 0.0974 0.1040 0.1160 0.0972 0.1010 0.0944 0.0989 0.0398 0.1042 -0.0323 -0.6466 -0.0243 -0.0152 -0.2274 0.1097 0.0591 0.0834 0.1099 0.0720 0.0821 0.1073 0.0788 0.0905